Computed, not measured: one molecule with the formula C19H32N2O, with ωB97M-V/def2-TZVPD.

The value obtained for the calculated total energy is -25249.666 eV. The energy above the lowest of the compared OMol25 structures with the same formula, charge and spin comes out at 4.41 kcal per mole. The calculation puts the LUMO energy at 0.88 eV. The value obtained for the HOMO energy is -0.2879 hartree. The SMILES is CCCCCCOc1ccc(CN2CCN(CC)CC2)cc1. Its molar mass is 304.5 g mol⁻¹.

Element x y z (Å)
C: 5.108 0.194 -1.113
C: 3.722 0.124 -0.484
C: 3.216 -1.306 -0.286
C: 2.913 -2.019 -1.603
C: 2.358 -3.434 -1.419
C: 0.953 -3.441 -0.818
O: 0.093 -2.746 -1.699
C: -0.991 -2.099 -1.194
C: -1.529 -2.308 0.071
C: -2.597 -1.538 0.502
C: -3.155 -0.556 -0.302
C: -4.227 0.367 0.229
N: -3.779 1.591 0.872
C: -3.168 2.603 0.040
C: -1.651 2.455 -0.129
N: -1.004 2.429 1.173
C: 0.441 2.368 1.037
C: 1.162 2.675 2.345
C: -1.532 1.319 1.950
C: -3.050 1.467 2.114
C: -2.658 -0.408 -1.594
C: -1.592 -1.162 -2.036
H: 5.451 1.225 -1.155
H: 5.100 -0.200 -2.126
H: 5.822 -0.380 -0.525
H: 3.012 0.673 -1.106
H: 3.754 0.618 0.491
H: 3.959 -1.878 0.275
H: 2.308 -1.259 0.319
H: 3.827 -2.087 -2.194
H: 2.188 -1.434 -2.172
H: 2.315 -3.925 -2.392
H: 3.015 -4.015 -0.769
H: 0.968 -2.958 0.165
H: 0.602 -4.475 -0.691
H: -1.130 -3.067 0.727
H: -2.995 -1.706 1.494
H: -4.886 0.669 -0.591
H: -4.831 -0.169 0.968
H: -3.650 2.605 -0.939
H: -3.359 3.568 0.525
H: -1.274 3.319 -0.683
H: -1.418 1.545 -0.707
H: 0.769 1.384 0.651
H: 0.725 3.124 0.299
H: 2.221 2.827 2.150
H: 1.062 1.862 3.059
H: 0.751 3.579 2.784
H: -1.077 1.338 2.942
H: -1.289 0.353 1.473
H: -3.444 0.622 2.680
H: -3.237 2.385 2.683
H: -3.104 0.319 -2.258
H: -1.192 -1.035 -3.030

***

Computed, not measured: a 2-piece molecular cluster, C19H33BINO6S overall at a distorted geometry, with ωB97M-V/def2-TZVPD.

The value obtained for the calculated total energy is -53618.091 eV. The calculation puts the LUMO energy at -0.05 eV. The value obtained for the HOMO energy is -0.3384 hartree. The SMILES is CC[C@@H](I)[C@@]1(CCCN)OS(=O)(=O)O[C@]1(CC(C)C)B(O)OC.c1ccccc1. Its molar mass is 541.3 g mol⁻¹.

Element x y z (Å)
C: -2.504 -0.100 -2.558
C: -1.955 0.952 -1.436
C: -0.489 1.603 -1.692
I: -0.294 3.207 -0.157
C: 0.785 0.611 -1.798
C: 0.769 -0.031 -3.343
C: 2.165 0.189 -4.165
C: 2.103 -0.672 -5.598
N: 1.492 -2.046 -5.447
O: 1.912 1.592 -1.967
S: 3.067 1.642 -0.674
O: 3.204 3.123 -0.151
O: 4.537 1.280 -0.971
O: 2.125 0.568 0.319
C: 1.296 -0.325 -0.560
C: 0.208 -1.335 0.205
C: 0.072 -1.071 1.815
C: -0.154 -2.582 2.499
C: -1.260 -0.204 2.262
B: 2.471 -1.465 -0.942
O: 3.776 -1.555 -0.196
O: 2.290 -2.508 -1.991
C: 3.609 -3.013 -2.413
H: -3.597 -0.455 -2.264
H: -2.555 0.380 -3.627
H: -1.781 -1.045 -2.628
H: -1.973 0.545 -0.322
H: -2.732 1.859 -1.431
H: -0.554 2.203 -2.722
H: -0.087 0.493 -3.990
H: 0.430 -1.142 -3.208
H: 3.132 -0.231 -3.608
H: 2.352 1.314 -4.518
H: 1.348 -0.047 -6.280
H: 3.142 -0.716 -6.144
H: 0.457 -2.009 -5.623
H: 1.719 -2.502 -4.537
H: -0.857 -1.323 -0.283
H: 0.580 -2.466 0.098
H: 1.025 -0.644 2.341
H: 0.912 -3.110 2.462
H: -0.442 -2.515 3.631
H: -0.888 -3.213 1.840
H: -1.546 -0.599 3.351
H: -1.074 0.945 2.379
H: -2.215 -0.463 1.596
H: 3.541 -2.124 0.605
H: 3.506 -3.648 -3.412
H: 4.016 -3.755 -1.597
H: 4.383 -2.153 -2.671
C: -4.346 1.480 5.653
C: -3.703 1.983 4.522
C: -2.643 2.879 4.662
C: -2.229 3.276 5.933
C: -2.878 2.780 7.064
C: -3.935 1.881 6.925
H: -5.167 0.777 5.544
H: -4.027 1.675 3.531
H: -2.140 3.267 3.780
H: -1.402 3.972 6.042
H: -2.559 3.094 8.055
H: -4.439 1.494 7.806

***

Computed, not measured: a 2-piece molecular cluster, C19H33BrCl4N3O3P2 overall at a distorted geometry, with ωB97M-V/def2-TZVPD.

The value obtained for the calculated total energy is -169538.183 eV. The calculation puts the LUMO energy at -5.29 eV. The value obtained for the HOMO energy is -0.3982 hartree. As for the charge: +1. Its molar mass is 635.2 g mol⁻¹.

Element x y z (Å)
C: 4.306 0.105 2.748
C: 4.622 0.744 1.238
C: 3.507 1.934 1.016
C: 3.511 2.610 -0.479
C: 2.024 2.879 -1.121
C: 0.905 3.451 -0.070
N: -0.543 3.346 -0.589
P: -1.336 4.851 -1.104
O: -1.264 5.018 -2.707
C: -1.210 2.149 -0.662
N: -0.415 0.920 -0.174
Br: -1.065 0.283 1.461
C: -0.341 -0.147 -1.242
C: -0.195 -1.690 -0.644
C: 1.311 -2.309 -0.301
C: 1.506 -3.873 0.253
C: 0.191 -4.876 0.503
C: 0.357 -6.441 1.057
C: -1.302 -4.263 0.187
C: -1.465 -2.717 -0.391
N: -2.619 1.897 -1.102
C: -2.878 2.086 -2.565
C: -4.160 1.216 -3.162
C: -4.219 -0.334 -2.635
P: -3.869 2.529 -0.028
O: -5.189 3.301 -0.857
O: -4.595 1.196 0.889
H: 3.153 -0.190 2.742
H: 5.010 -0.789 3.024
H: 4.384 1.006 3.528
H: 4.506 -0.139 0.474
H: 5.681 1.243 1.255
H: 2.445 1.415 1.157
H: 3.648 2.821 1.795
H: 4.043 1.822 -1.199
H: 4.213 3.575 -0.526
H: 2.180 3.686 -1.984
H: 1.693 1.892 -1.657
H: 1.129 4.607 0.093
H: 0.911 2.954 0.990
H: -2.649 5.083 -0.564
H: -0.500 5.947 -0.592
H: 0.628 0.009 -1.922
H: -1.246 -0.176 -1.983
H: 2.241 -1.599 -0.497
H: 2.594 -4.297 0.477
H: -0.016 -6.522 2.165
H: 1.500 -6.744 0.963
H: -0.287 -7.165 0.386
H: -2.247 -4.950 0.367
H: -2.547 -2.283 -0.629
H: -1.925 1.740 -3.153
H: -3.155 3.225 -2.790
H: -4.036 1.247 -4.341
H: -5.208 1.736 -2.948
H: -5.373 -0.589 -2.473
H: -3.644 -0.490 -1.626
H: -3.792 -1.007 -3.525
H: -5.991 3.146 -0.244
H: -3.958 0.876 1.600
C: 2.209 -4.991 4.424
Cl: 3.780 -5.829 4.495
Cl: 0.907 -6.134 4.843
Cl: 2.205 -3.636 5.581
Cl: 1.943 -4.366 2.777

***

Computed, not measured: C19H33Cl2HfN2O2P2 as an isolated structure at a distorted geometry, with ωB97M-V/def2-TZVPD.

The value obtained for the calculated total energy is -72221.512 eV. The calculation puts the LUMO energy at -10.13 eV. The value obtained for the HOMO energy is -0.6206 hartree. As for the charge: +3. Its molar mass is 632.8 g mol⁻¹.

Element x y z (Å)
C: 4.566 -2.733 -3.483
C: 3.306 -3.004 -2.925
H: 4.972 -3.646 -3.958
H: 5.234 -2.373 -2.669
H: 4.453 -1.941 -4.256
O: 2.265 -3.251 -2.457
Cl: 3.476 -0.005 -2.129
Hf: 1.619 0.272 -0.696
P: 2.801 -1.468 0.990
C: 1.896 -2.581 2.115
C: 4.240 -2.531 0.612
H: 4.663 -2.946 1.544
H: 4.196 -0.857 2.903
H: 5.014 -1.945 0.102
H: 4.228 0.400 1.620
H: 1.664 -3.526 1.606
H: 3.935 -3.365 -0.036
C: 3.588 -0.302 2.173
H: 2.481 -2.809 3.019
H: 2.807 0.268 2.693
H: 0.960 -2.091 2.402
P: 0.125 0.047 -2.861
C: -1.503 -0.745 -3.055
C: -0.314 1.806 -3.154
H: 1.912 -0.013 -4.505
H: 0.305 -0.021 -5.293
H: 0.934 -1.503 -4.535
C: 0.894 -0.411 -4.450
H: 0.568 2.440 -2.983
H: -0.661 1.932 -4.189
H: -2.005 -0.386 -3.965
H: -2.147 -0.522 -2.194
H: -1.115 2.114 -2.464
H: -1.378 -1.832 -3.140
Cl: 2.134 2.494 -0.260
C: -3.576 1.744 3.334
N: -2.252 1.327 2.951
N: -1.866 1.127 1.669
C: -0.603 0.649 1.656
O: 0.023 0.346 0.554
C: -0.184 0.586 3.010
C: -1.250 1.011 3.777
C: -1.444 1.140 5.232
C: -2.770 1.375 0.595
C: -3.303 2.655 0.469
C: -4.364 2.856 -0.412
C: -4.838 1.795 -1.192
C: -4.289 0.516 -1.042
C: -3.218 0.309 -0.172
H: -4.253 1.604 2.496
H: -3.572 2.797 3.648
H: -3.921 1.124 4.170
H: 0.791 0.269 3.345
H: -1.698 2.170 5.528
H: -2.262 0.494 5.591
H: -0.509 0.843 5.721
H: -2.917 3.474 1.074
H: -4.798 3.844 -0.531
H: -5.634 1.951 -1.929
H: -4.668 -0.315 -1.634
H: -2.736 -0.658 -0.032

***

Computed, not measured: C19H33Cl2N2O4PdS as an isolated structure at a distorted geometry, with ωB97M-V/def2-TZVPD.

The value obtained for the calculated total energy is -70765.025 eV. The energy above the lowest of the compared OMol25 structures with the same formula, charge and spin comes out at 75.83 kcal per mole. The calculation puts the LUMO energy (alpha / beta) at 2.92 / 2.53 eV. The value obtained for the HOMO energy (alpha / beta) is -0.1034 / -0.1465 hartree. As for the multiplicity: 3. As for the charge: -1. Its molar mass is 562.9 g mol⁻¹.

Element x y z (Å)
O: 0.025 1.100 -1.881
C: -1.100 1.311 -2.392
C: -1.021 2.033 -3.686
C: 0.155 2.798 -3.810
H: 0.649 3.116 -2.887
C: 0.691 3.075 -5.081
H: 1.669 3.574 -5.132
C: -0.033 2.786 -6.256
H: 0.375 3.068 -7.261
C: -1.267 2.118 -6.140
H: -1.809 1.900 -7.067
C: -1.741 1.736 -4.856
H: -2.677 1.197 -4.768
H: -1.994 0.703 -2.129
C: -2.622 3.010 -0.735
C: -2.309 1.566 -0.663
H: -3.259 3.302 0.116
H: -3.212 3.198 -1.653
H: -1.756 3.728 -0.719
C: -2.120 0.726 0.398
C: -2.858 0.637 1.777
H: -1.272 -0.023 0.395
H: -3.788 1.250 1.713
H: -2.256 0.989 2.657
H: -3.094 -0.436 2.011
Pd: 0.797 -0.170 -0.564
Cl: 1.219 1.786 0.760
Cl: -0.617 -1.763 -1.535
H: 4.119 -0.243 -2.073
H: 5.591 0.839 -0.094
C: 3.399 0.131 -1.318
C: 4.825 0.575 0.640
N: 3.851 -0.314 -0.002
H: 2.372 -0.284 -1.524
C: 3.101 -1.104 0.770
O: 1.941 -1.531 0.520
H: 5.293 0.084 1.501
H: 3.611 -1.306 1.713
H: 3.380 1.230 -1.266
H: 4.274 1.471 0.964
H: -1.212 -6.164 2.562
H: -0.226 -5.791 0.190
C: -1.789 -5.232 2.424
C: -0.869 -4.906 0.127
N: -1.111 -4.351 1.456
H: -1.927 -4.727 3.385
C: -0.969 -3.031 1.698
O: -1.146 -2.481 2.795
H: -0.410 -4.130 -0.499
H: -0.706 -2.440 0.795
H: -2.777 -5.541 2.033
H: -1.816 -5.216 -0.326
C: 0.104 -0.685 4.624
S: 0.927 0.389 3.450
C: 0.376 2.000 4.106
O: 2.402 0.252 3.603
H: -0.592 -0.066 5.216
H: 0.879 -1.148 5.257
H: -0.468 -1.438 4.036
H: 1.186 2.449 4.715
H: 0.155 2.581 3.191
H: -0.540 1.812 4.717

***

Computed, not measured: C19H33F3NO9Ti as an isolated structure at a distorted geometry, with ωB97M-V/def2-TZVPD.

The value obtained for the calculated total energy is -71422.591 eV. The calculation puts the LUMO energy (alpha / beta) at 0.47 / 0.42 eV. The value obtained for the HOMO energy (alpha / beta) is -0.1270 / -0.2734 hartree. As for the multiplicity: 4. Its molar mass is 524.3 g mol⁻¹.

Element x y z (Å)
Ti: 15.343 -8.237 -8.629
C: 17.538 -6.330 -8.232
O: 16.118 -6.083 -7.995
O: 17.675 -7.578 -8.570
C: 17.975 -5.340 -9.321
F: 17.618 -5.686 -10.559
F: 17.466 -4.090 -9.103
F: 19.307 -5.197 -9.316
C: 15.722 -5.328 -6.875
C: 14.279 -5.628 -6.550
H: 13.848 -4.819 -5.949
H: 13.674 -5.673 -7.456
H: 14.177 -6.564 -6.000
H: 15.824 -4.255 -7.093
H: 16.380 -5.508 -6.017
H: 18.114 -6.068 -7.314
O: 12.885 -8.270 -8.328
C: 11.796 -8.704 -8.634
O: 11.016 -8.209 -9.593
C: 11.560 -7.226 -10.484
C: 11.934 -7.887 -11.792
C: 11.114 -9.822 -7.921
H: 12.413 -6.744 -10.002
H: 10.793 -6.478 -10.676
H: 11.011 -8.242 -12.261
H: 12.542 -8.782 -11.651
H: 12.476 -7.223 -12.458
H: 10.268 -9.408 -7.364
H: 11.776 -10.252 -7.177
H: 10.723 -10.531 -8.646
O: 15.815 -9.016 -6.128
C: 16.486 -9.692 -5.390
O: 17.346 -9.192 -4.501
C: 17.457 -7.757 -4.461
C: 16.329 -7.147 -3.664
C: 16.462 -11.184 -5.385
H: 17.528 -7.347 -5.466
H: 18.405 -7.612 -3.945
H: 16.354 -6.056 -3.705
H: 16.397 -7.427 -2.612
H: 15.355 -7.454 -4.045
H: 16.492 -11.529 -6.417
H: 15.561 -11.545 -4.894
H: 17.345 -11.571 -4.880
C: 14.657 -14.032 -7.436
C: 13.655 -13.893 -8.554
C: 14.133 -13.005 -9.694
C: 14.716 -11.746 -9.282
N: 15.178 -10.747 -8.958
H: 14.865 -13.069 -6.970
H: 15.594 -14.447 -7.809
H: 14.263 -14.681 -6.654
H: 12.684 -13.552 -8.185
H: 13.449 -14.877 -8.983
H: 13.344 -12.805 -10.424
H: 14.888 -13.549 -10.274
C: 14.513 -4.521 -12.831
C: 14.749 -3.899 -11.443
O: 14.819 -5.018 -10.588
C: 14.860 -6.156 -11.309
O: 15.040 -7.233 -10.845
O: 14.733 -5.913 -12.627
H: 15.129 -4.089 -13.617
H: 13.480 -4.397 -13.171
H: 13.895 -3.276 -11.175
H: 15.643 -3.280 -11.412

***

Computed, not measured: C19H33F5NO4PSe2V as an isolated structure, with ωB97M-V/def2-TZVPD.

The value obtained for the calculated total energy is -209150.826 eV. The calculation puts the LUMO energy (alpha / beta) at -11.86 / -11.86 eV. The value obtained for the HOMO energy (alpha / beta) is -0.7043 / -0.7043 hartree. As for the charge: +3. Its molar mass is 674.3 g mol⁻¹.

Element x y z (Å)
V: 0.184 0.044 0.252
C: 1.723 -1.920 3.091
Se: 2.216 -1.348 1.304
C: 3.419 0.111 1.818
C: 2.672 1.264 2.451
Se: 1.519 2.091 1.103
C: 0.433 3.176 2.294
H: 2.641 -2.249 3.577
H: 1.042 -2.758 2.982
H: 1.243 -1.116 3.639
H: 3.962 0.404 0.919
H: 4.135 -0.332 2.511
H: 3.364 2.043 2.776
H: 2.051 0.969 3.295
H: -0.213 2.517 2.866
H: -0.131 3.876 1.685
H: 1.131 3.715 2.932
C: -3.669 1.679 3.285
C: -3.999 0.220 3.136
C: -5.356 -0.047 2.552
C: -3.648 -0.615 4.336
O: -3.011 -0.273 1.931
P: -1.658 -0.901 1.817
O: -0.441 0.051 2.097
O: -1.257 -0.946 0.221
O: -1.431 -2.265 2.423
C: -2.105 -3.704 2.149
C: -1.165 -4.345 1.161
C: -2.089 -4.336 3.513
C: -3.483 -3.456 1.593
H: -4.326 2.092 4.054
H: -3.853 2.224 2.362
H: -2.640 1.822 3.617
H: -6.101 0.304 3.269
H: -5.525 -1.110 2.386
H: -5.501 0.499 1.622
H: -4.308 -0.316 5.153
H: -2.622 -0.440 4.665
H: -3.813 -1.676 4.158
H: -0.153 -4.416 1.558
H: -1.170 -3.813 0.209
H: -1.513 -5.362 0.973
H: -1.076 -4.437 3.898
H: -2.517 -5.337 3.426
H: -2.696 -3.774 4.221
H: -3.453 -2.906 0.651
H: -4.123 -2.942 2.307
H: -3.937 -4.428 1.389
C: 2.793 -1.016 -3.647
C: 1.845 -1.856 -3.074
C: 1.224 -1.457 -1.913
N: 1.487 -0.269 -1.326
C: 2.409 0.544 -1.882
C: 3.080 0.197 -3.034
H: 3.299 -1.304 -4.560
H: 1.590 -2.808 -3.517
H: 0.479 -2.091 -1.441
H: 2.590 1.496 -1.403
H: 3.808 0.880 -3.448
F: 0.253 2.470 -1.541
C: -0.572 1.512 -1.152
F: -0.821 0.682 -2.167
C: -1.913 2.116 -0.637
F: -2.904 1.274 -0.844
F: -1.791 2.309 0.693
F: -2.153 3.269 -1.210

***

Computed, not measured: C19H33GeInN6OPSSe as an isolated structure, with ωB97M-V/def2-TZVPD.

The value obtained for the calculated total energy is -178381.420 eV. The energy above the lowest of the compared OMol25 structures with the same formula, charge and spin comes out at 6.13 kcal per mole. The calculation puts the LUMO energy at -2.96 eV. The value obtained for the HOMO energy is -0.3996 hartree. As for the charge: +1. Its molar mass is 690.9 g mol⁻¹.

Element x y z (Å)
In: -0.985 1.028 0.733
N: -4.961 -0.643 0.481
C: -3.877 0.171 0.519
S: -2.714 -0.249 1.806
N: -3.803 1.127 -0.353
N: -2.673 1.916 -0.228
C: -2.773 3.167 -0.503
C: -1.757 4.168 -0.265
C: -1.994 5.423 -0.858
C: -1.171 6.499 -0.638
C: -0.089 6.345 0.231
C: 0.158 5.138 0.847
C: -0.650 4.016 0.613
O: -0.313 2.892 1.238
H: -5.145 -1.242 1.266
H: -5.752 -0.322 -0.055
H: -3.726 3.500 -0.913
H: -2.858 5.527 -1.504
H: -1.368 7.450 -1.111
H: 0.560 7.187 0.435
H: 0.985 5.020 1.536
C: 3.437 1.735 -2.252
N: 2.732 0.515 -2.649
C: 3.452 -0.646 -2.127
N: 3.660 -0.597 -0.678
C: 4.339 0.654 -0.334
N: 3.636 1.845 -0.807
C: 2.377 2.047 -0.104
P: 1.257 0.600 -0.383
C: 1.338 0.521 -2.235
C: 2.418 -0.770 0.061
H: 2.885 2.606 -2.609
H: 4.418 1.728 -2.730
H: 4.431 -0.680 -2.605
H: 2.907 -1.555 -2.385
H: 5.327 0.638 -0.795
H: 4.462 0.713 0.748
H: 1.881 2.954 -0.455
H: 2.549 2.167 0.967
H: 0.821 1.387 -2.653
H: 0.836 -0.383 -2.580
H: 1.966 -1.732 -0.181
H: 2.609 -0.743 1.135
C: -2.358 -4.168 2.093
Ge: -0.453 -4.160 1.674
C: 0.366 -5.839 2.234
C: 0.423 -2.640 2.547
C: -0.117 -3.949 -0.263
Se: -0.758 -2.298 -1.091
C: -2.629 -2.768 -1.289
H: -2.481 -4.347 3.162
H: -2.879 -4.960 1.554
H: -2.817 -3.208 1.857
H: 0.243 -5.976 3.308
H: 1.432 -5.860 2.007
H: -0.110 -6.679 1.728
H: 0.360 -2.721 3.632
H: -0.065 -1.711 2.244
H: 1.478 -2.598 2.272
H: -0.516 -4.770 -0.859
H: 0.964 -3.954 -0.420
H: -3.085 -2.939 -0.319
H: -2.711 -3.651 -1.918
H: -3.119 -1.927 -1.776